100
Properties=species:S:1:pos:R:3 method="wB97M-V/def2-TZVPD" charge=+1 spin_multiplicity=2 e_tot_ev=-252957.6096 homo_lumo_gap_ev="6.9202 / 7.3002"
W -0.066 -0.467 0.512
C -2.115 -4.260 -0.585
C -0.770 -3.540 -0.621
C 0.273 -4.412 0.056
C -0.408 -3.265 -2.066
O -0.899 -2.226 0.109
Ge -2.923 -1.628 0.400
O -2.584 -0.804 -1.185
C -3.624 -0.339 -2.069
C -4.533 -1.504 -2.450
C -2.922 0.196 -3.310
C -4.419 0.767 -1.384
O -1.765 -0.440 1.602
C -2.409 0.429 2.646
C -2.744 1.799 2.079
C -1.493 0.585 3.850
C -3.696 -0.269 3.070
H -1.970 -5.243 -1.032
H -2.869 -3.751 -1.187
H -2.484 -4.417 0.428
H 0.331 -5.344 -0.509
H 0.003 -4.653 1.080
H 1.263 -3.961 0.032
H -0.667 -4.139 -2.667
H 0.653 -3.091 -2.188
H -0.967 -2.409 -2.441
H -3.955 -2.286 -2.946
H -5.315 -1.174 -3.133
H -5.022 -1.931 -1.570
H -3.651 0.447 -4.082
H -2.239 -0.556 -3.708
H -2.351 1.096 -3.078
H -4.955 0.379 -0.512
H -5.158 1.193 -2.064
H -3.746 1.561 -1.058
H -1.848 2.385 1.889
H -3.351 2.318 2.823
H -3.322 1.720 1.160
H -0.500 0.911 3.555
H -1.425 -0.332 4.430
H -1.926 1.351 4.495
H -4.452 -0.253 2.282
H -4.107 0.273 3.922
H -3.516 -1.297 3.378
C 4.546 -3.428 1.465
C 3.887 -2.705 0.326
C 4.510 -2.455 -0.881
C 3.793 -1.823 -1.874
C 2.491 -1.413 -1.648
Br 1.677 -0.788 -3.244
N 1.876 -1.558 -0.450
C 2.598 -2.229 0.472
H 5.489 -3.870 1.152
H 3.906 -4.224 1.849
H 4.747 -2.741 2.290
H 5.530 -2.772 -1.061
H 4.226 -1.647 -2.846
H 2.083 -2.433 1.391
O -1.255 1.312 -0.081
C -0.493 1.490 -1.059
O 0.344 0.513 -1.213
C -0.473 2.657 -1.910
C -1.423 3.654 -1.702
C -1.450 4.793 -2.499
C -0.491 4.875 -3.484
O -0.306 5.874 -4.370
C 0.796 5.487 -5.204
O 1.289 4.243 -4.707
C 0.467 3.883 -3.684
C 0.509 2.757 -2.916
H -2.144 3.530 -0.904
H -2.179 5.578 -2.358
H 1.577 6.244 -5.138
H 0.444 5.362 -6.228
H 1.254 1.985 -3.053
C 5.067 3.786 -0.203
N 3.864 3.131 0.297
C 3.075 3.702 1.232
C 1.960 3.090 1.701
C 1.687 1.811 1.152
O 0.627 1.120 1.566
N 2.411 1.278 0.211
C 3.541 1.875 -0.257
O 4.263 1.396 -1.114
H 5.228 4.704 0.355
H 4.958 4.007 -1.263
H 5.921 3.123 -0.084
H 3.390 4.673 1.591
H 1.342 3.531 2.466
Cl 3.038 -0.211 2.660
C 1.698 -1.027 3.385
C 0.589 -1.471 2.627
C -0.234 -2.351 3.366
Cl -1.600 -3.205 2.709
C -0.064 -2.634 4.729
Cl -1.150 -3.665 5.575
C 0.968 -2.048 5.442
Cl 1.149 -2.324 7.121
C 1.874 -1.259 4.751
Cl 3.213 -0.600 5.602

85
Properties=species:S:1:pos:R:3 method="wB97M-V/def2-TZVPD" charge=-1 spin_multiplicity=8 e_tot_ev=-73267.9172 homo_lumo_gap_ev="5.2646 / 5.7860"
O -0.283 -0.202 -3.682
C -1.059 0.972 -4.355
C -0.375 0.722 -5.682
H -0.811 1.911 -3.833
H -2.141 0.750 -4.398
C 0.089 -0.625 -5.115
H 0.434 1.429 -5.898
H -1.035 0.633 -6.555
C 1.510 -1.091 -5.370
H 2.279 -0.336 -5.201
H 1.590 -1.357 -6.431
H 1.717 -1.996 -4.789
C -0.870 -1.725 -5.543
H -1.896 -1.346 -5.454
H -0.729 -2.613 -4.912
H -0.671 -1.985 -6.595
Eu -0.369 -0.207 -1.428
C -2.710 -0.866 0.307
C -2.805 0.547 0.412
C -3.098 1.074 -0.877
H -2.713 1.130 1.324
C -3.190 -0.024 -1.787
C -2.941 -1.228 -1.052
H -2.959 -2.249 -1.433
H -2.545 -1.546 1.138
H -3.300 2.120 -1.114
H -3.445 0.026 -2.846
C 1.464 -2.309 0.316
C 0.317 -2.928 -0.252
C 0.475 -2.925 -1.672
H -0.487 -3.395 0.315
C 1.701 -2.248 -1.971
C 2.303 -1.868 -0.738
H 3.289 -1.414 -0.638
H 1.741 -2.269 1.366
H -0.183 -3.424 -2.381
H 2.123 -2.128 -2.964
O 2.461 2.018 -4.935
C 2.226 1.520 -3.599
C 1.584 2.647 -2.773
H 3.211 1.233 -3.200
H 1.669 0.568 -3.619
C 1.394 3.813 -3.750
H 2.334 2.959 -2.053
H 0.665 2.386 -2.237
C 2.468 3.473 -4.804
H 1.530 4.803 -3.319
H 0.366 3.741 -4.138
H 3.432 3.842 -4.381
H 2.331 3.943 -5.789
N 0.280 0.700 0.690
P 0.427 0.686 2.262
C -0.879 -0.147 3.239
C -0.907 -1.549 3.268
C -1.743 -2.228 4.158
C -2.569 -1.498 5.020
C -2.687 -0.114 4.875
C -1.881 0.547 3.945
C 1.955 -0.094 2.934
C 2.047 -0.798 4.148
C 3.287 -1.172 4.679
C 4.456 -0.778 4.026
C 4.385 -0.229 2.736
C 3.132 0.065 2.182
C 0.418 2.300 3.140
C -0.016 3.427 2.428
C -0.123 4.671 3.062
C 0.304 4.818 4.387
C 0.751 3.706 5.110
C 0.786 2.449 4.489
H -0.242 -2.121 2.621
H -1.734 -3.323 4.187
H -3.146 -2.019 5.785
H -3.400 0.451 5.488
H -2.012 1.621 3.823
H 1.155 -1.052 4.709
H 3.352 -1.753 5.604
H 5.430 -0.927 4.496
H 5.299 -0.044 2.159
H 3.072 0.430 1.156
H -0.280 3.319 1.378
H -0.539 5.525 2.521
H 0.285 5.804 4.858
H 1.069 3.825 6.155
H 1.107 1.586 5.074

88
Properties=species:S:1:pos:R:3 method="wB97M-V/def2-TZVPD" charge=+3 e_tot_ev=-60778.2208 homo_lumo_gap_ev=6.7678
Pt 0.169 -1.035 -0.191
F -1.535 -1.279 4.920
C -0.516 -1.112 4.092
C -0.782 -1.101 2.727
C 0.255 -0.903 1.840
C 1.559 -0.684 2.319
C 1.767 -0.731 3.701
F 2.992 -0.548 4.187
C 0.751 -0.947 4.607
C 2.598 -0.457 1.319
C 3.947 -0.219 1.564
C 4.822 -0.051 0.506
C 4.342 -0.137 -0.793
C 3.000 -0.362 -0.978
N 2.138 -0.494 0.043
H -1.814 -1.205 2.442
H 0.946 -0.976 5.671
H 4.307 -0.173 2.577
H 5.871 0.134 0.696
H 4.992 -0.038 -1.651
H 2.588 -0.447 -1.964
C 0.765 -2.507 -2.982
N 0.098 -1.278 -2.479
C 0.571 -0.163 -3.342
C -1.369 -1.403 -2.711
C -1.940 -2.401 -1.750
N -1.783 -1.948 -0.331
C -2.917 -1.042 -0.019
C -1.969 -3.190 0.488
H 0.489 -2.674 -4.026
H 0.477 -3.377 -2.400
H 1.845 -2.389 -2.925
H 0.103 -0.241 -4.327
H 1.642 -0.209 -3.501
H 0.313 0.791 -2.900
H -1.552 -1.735 -3.737
H -1.817 -0.413 -2.603
H -1.421 -3.353 -1.844
H -2.997 -2.593 -1.944
H -3.850 -1.606 -0.063
H -2.959 -0.252 -0.757
H -2.809 -0.616 0.976
H -2.925 -3.634 0.204
H -1.994 -2.969 1.547
H -1.171 -3.892 0.279
C 3.065 4.701 -0.390
C 1.875 4.923 -1.064
C 0.849 3.987 -1.010
C 1.035 2.822 -0.265
C 2.222 2.606 0.433
C 3.236 3.548 0.363
Sb -0.601 1.526 -0.016
C -1.993 2.077 -1.528
C -3.381 2.012 -1.355
C -4.238 2.222 -2.423
C -3.735 2.492 -3.689
C -2.363 2.585 -3.874
C -1.504 2.376 -2.807
C -1.353 1.979 1.895
C -0.416 2.132 2.919
C -0.827 2.526 4.180
C -2.173 2.758 4.435
C -3.103 2.626 3.414
C -2.698 2.246 2.141
H 3.853 5.441 -0.430
H 1.731 5.837 -1.626
H -0.083 4.208 -1.503
H 2.357 1.733 1.050
H 4.156 3.390 0.911
H -3.829 1.819 -0.392
H -5.307 2.185 -2.260
H -4.410 2.654 -4.518
H -1.960 2.841 -4.845
H -0.446 2.521 -2.976
H 0.640 1.975 2.738
H -0.094 2.663 4.965
H -2.493 3.064 5.421
H -4.148 2.834 3.600
H -3.444 2.202 1.364
C 1.431 -5.536 -0.019
C 1.985 -4.142 -0.164
O 1.004 -3.144 0.305
H 2.202 -6.259 -0.287
H 0.573 -5.701 -0.671
H 1.139 -5.743 1.012
H 2.194 -3.888 -1.196
H 2.900 -3.999 0.411
H 0.927 -3.239 1.264

95
Properties=species:S:1:pos:R:3 method="wB97M-V/def2-TZVPD" charge=-1 e_tot_ev=-160307.5019 homo_lumo_gap_ev=7.0017
Sc 0.577 0.067 -1.507
C -2.178 1.636 -2.459
C -2.693 0.385 -1.749
N -1.765 0.002 -0.680
C -2.347 -0.979 0.251
C -2.524 -3.284 -1.425
S -0.069 -1.406 -3.491
C -0.951 -0.286 -4.626
C -0.644 1.173 -4.343
N -0.793 1.506 -2.921
H -2.843 1.876 -3.296
H -2.220 2.463 -1.748
H -3.688 0.615 -1.341
H -2.782 -0.457 -2.435
H -1.582 0.836 -0.115
H -1.711 -0.996 1.139
H -3.339 -0.632 0.579
H -1.587 -3.573 -1.884
H -3.349 -3.217 -2.138
H -0.627 -0.527 -5.638
H -2.025 -0.482 -4.560
H 0.393 1.372 -4.616
H -1.289 1.812 -4.965
H -0.322 2.392 -2.762
O 5.052 -4.896 0.999
C 5.318 -4.216 -0.009
O 6.333 -4.125 -0.713
C 4.145 -3.273 -0.442
C 2.834 -3.645 -0.156
C 1.795 -2.816 -0.524
N 2.000 -1.625 -1.095
C 3.262 -1.257 -1.369
C 4.351 -2.064 -1.093
C 3.403 0.131 -1.977
O 4.494 0.610 -2.197
O 2.260 0.724 -2.185
H 2.652 -4.573 0.368
H 0.757 -3.083 -0.347
H 5.345 -1.742 -1.372
O 0.688 -0.269 0.672
C 1.441 -0.151 1.654
C 1.184 -0.902 2.934
C 0.652 0.042 4.038
C 1.109 1.497 3.894
C 2.628 1.676 3.903
C 3.352 0.908 2.772
N 2.502 0.646 1.624
H 2.112 -1.378 3.251
H 0.467 -1.692 2.721
H 0.964 -0.342 5.011
H -0.440 0.028 4.020
H 0.684 2.076 4.716
H 0.705 1.921 2.971
H 3.029 1.338 4.862
H 2.840 2.744 3.816
H 3.731 -0.041 3.150
H 4.207 1.479 2.421
H 2.590 1.235 0.803
C 0.692 8.510 -1.990
C 0.564 7.075 -1.549
C -0.584 6.598 -0.945
C -0.696 5.280 -0.502
C -2.000 4.867 0.133
C 0.385 4.410 -0.671
Se 0.284 2.582 -0.007
C 1.567 4.874 -1.278
C 2.785 4.012 -1.442
C 1.627 6.194 -1.709
H -0.270 9.022 -1.960
H 1.086 8.574 -3.006
H 1.381 9.046 -1.333
H -1.430 7.265 -0.803
H -2.334 5.628 0.842
H -1.891 3.921 0.658
H -2.779 4.757 -0.626
H 2.541 3.019 -1.807
H 3.285 3.882 -0.478
H 3.492 4.466 -2.137
H 2.540 6.549 -2.180
F -4.189 -9.085 2.954
C -4.305 -7.868 3.519
F -5.604 -7.737 3.890
F -3.587 -7.887 4.659
C -3.885 -6.765 2.601
C -3.865 -6.967 1.227
C -3.508 -5.927 0.390
C -3.181 -4.671 0.907
C -3.216 -4.483 2.293
C -3.555 -5.524 3.134
C -2.806 -3.611 0.012
C -2.509 -2.368 -0.235
H -4.123 -7.937 0.825
H -3.473 -6.073 -0.682
H -2.967 -3.510 2.698
H -3.562 -5.381 4.207

92
Properties=species:S:1:pos:R:3 method="wB97M-V/def2-TZVPD" charge=+1 spin_multiplicity=8 e_tot_ev=-96216.4220 homo_lumo_gap_ev="7.1323 / 6.2356"
Gd 0.787 -0.130 0.207
O 2.882 0.248 0.874
C 3.413 0.230 2.006
C 2.789 -0.124 3.236
C 3.612 -0.060 4.379
C 3.098 -0.384 5.592
C 1.761 -0.780 5.738
C 0.941 -0.845 4.644
C 1.421 -0.527 3.355
O 0.641 -0.626 2.329
N 3.969 -0.319 6.783
O 3.504 -0.718 7.829
O 5.121 0.020 6.615
H 4.467 0.518 2.065
H 4.647 0.248 4.302
H 1.399 -1.028 6.726
H -0.094 -1.148 4.737
C 2.786 -4.190 -0.030
C 1.446 -4.289 0.689
C 1.549 -3.779 2.120
C 0.312 -3.644 -0.119
C -0.084 -4.502 -1.329
O 0.291 -3.702 -2.481
C 0.678 -2.517 -2.033
N 0.683 -2.355 -0.755
C 1.181 -1.581 -3.068
C 2.088 -2.169 -3.952
C 2.649 -1.427 -4.976
C 2.279 -0.099 -5.113
C 1.384 0.480 -4.222
C 0.800 -0.229 -3.169
P -0.620 0.605 -2.019
C -1.708 -0.900 -2.440
C -2.379 -1.585 -1.424
C -3.209 -2.664 -1.693
C -3.416 -3.060 -3.011
C -2.785 -2.373 -4.037
C -1.928 -1.314 -3.751
C 0.117 2.282 -2.461
C 1.353 2.658 -1.946
C 1.955 3.863 -2.280
C 1.319 4.721 -3.166
C 0.081 4.369 -3.688
C -0.518 3.165 -3.331
H 3.550 -4.739 0.522
H 3.116 -3.152 -0.114
H 2.751 -4.607 -1.041
H 1.174 -5.350 0.726
H 1.880 -2.736 2.145
H 2.276 -4.367 2.682
H 0.592 -3.836 2.644
H -0.543 -3.465 0.535
H -1.148 -4.712 -1.401
H 0.481 -5.428 -1.387
H 2.347 -3.213 -3.834
H 3.352 -1.884 -5.660
H 2.684 0.498 -5.921
H 1.122 1.517 -4.383
H -2.256 -1.278 -0.389
H -3.703 -3.189 -0.884
H -4.069 -3.894 -3.232
H -2.946 -2.671 -5.065
H -1.409 -0.821 -4.567
H 1.874 2.019 -1.243
H 2.913 4.132 -1.854
H 1.785 5.657 -3.446
H -0.419 5.033 -4.383
H -1.485 2.913 -3.753
C -3.004 0.836 3.802
C -2.470 0.881 2.382
N -2.585 2.222 1.812
C -1.584 2.952 1.330
S 0.056 2.448 1.310
N -1.860 4.169 0.849
C -3.166 4.821 0.833
C -3.563 5.433 2.168
H -2.957 -0.183 4.188
H -4.048 1.155 3.851
H -2.416 1.484 4.452
H -3.011 0.180 1.742
H -1.415 0.615 2.371
H -3.510 2.619 1.785
H -1.054 4.680 0.525
H -3.911 4.103 0.479
H -3.114 5.586 0.061
H -3.601 4.689 2.965
H -4.546 5.898 2.091
H -2.846 6.198 2.464
C -2.244 1.490 -1.527
H -2.052 2.495 -1.163
H -2.798 0.917 -0.784
H -2.883 1.549 -2.412